The following is a DFT calculation (ωB97M-V/def2-TZVPD) of C4H5NO2 in the gas phase in a non-equilibrium geometry.

The geometry in XYZ format:
```
12
Properties=species:S:1:pos:R:3
C -1.49 -0.35 -0.73
C -0.13 0.11 -0.32
C 0.22 1.35 0.06
O 1.40 1.39 0.72
C 1.76 -0.21 1.03
O 2.79 -0.61 1.50
N 0.87 -0.77 0.10
H -1.53 -0.74 -1.75
H -1.86 -1.13 -0.05
H -2.18 0.50 -0.66
H -0.47 2.20 0.02
H 0.63 -1.75 0.06
```

Calculated values
**E_LUMO**: 0.60 eV
**Energy relative to the best compared isomer or geometry (same formula, charge and spin)**: 1.207 eV
**Structure (SMILES)**: Cc1coc(=O)[nH]1
**HOMO level**: -8.41 eV
**Frontier orbital gap**: 0.331 hartree
**Electronic energy**: -360.625081 hartree
**Maximum force**: 0.0677 Eh/bohr

The following is a DFT calculation (ωB97M-V/def2-TZVPD) of C4H5NO2 in the gas phase.

The geometry in XYZ format:
```
12
Properties=species:S:1:pos:R:3
C 1.62 1.49 -0.10
N 1.07 0.44 0.33
C 0.32 -0.35 -0.63
C -1.10 -0.25 -0.10
O -1.88 0.62 -0.42
C -1.50 -1.26 0.98
O -0.86 -2.25 1.21
H 1.64 1.79 -1.15
H 2.11 2.15 0.62
H 0.36 0.02 -1.66
H 0.65 -1.40 -0.58
H -2.44 -1.00 1.51
```

Calculated values
**E_LUMO**: -0.58 eV
**Energy relative to the best compared isomer or geometry (same formula, charge and spin)**: 1.978 eV
**Structure (SMILES)**: C=NCC(=O)C=O
**HOMO level**: -9.87 eV
**Frontier orbital gap**: 0.341 hartree
**Electronic energy**: -360.596721 hartree
**Maximum force**: 0.0117 Eh/bohr

The following is a DFT calculation (ωB97M-V/def2-TZVPD) of a molecular structure, C4H5NO2 in a non-equilibrium geometry.

The geometry in XYZ format:
```
12
Properties=species:S:1:pos:R:3
O -1.26 -1.08 0.81
C -1.20 -0.17 -0.17
C -0.15 0.71 0.44
C 0.26 -0.52 1.22
N 0.96 1.07 -0.39
C 0.90 0.28 -1.40
O -0.10 -0.57 -1.56
H -2.10 0.06 -0.75
H -0.54 1.51 1.07
H 0.84 -1.23 0.63
H 0.69 -0.39 2.23
H 1.71 0.32 -2.13
```

Calculated values
**E_LUMO**: 0.94 eV
**Energy relative to the best compared isomer or geometry (same formula, charge and spin)**: 3.316 eV
**HOMO level**: -9.52 eV
**Frontier orbital gap**: 0.384 hartree
**Electronic energy**: -360.547552 hartree
**Maximum force**: 0.0379 Eh/bohr

The following is a DFT calculation (ωB97M-V/def2-TZVPD) of C4H5NO2 in the gas phase.

The geometry in XYZ format:
```
12
Properties=species:S:1:pos:R:3
O -1.33 0.78 1.69
C -0.99 1.63 0.93
C -0.77 -0.91 -0.65
C 0.51 -1.66 -0.90
N 0.42 -0.33 -0.32
C 1.03 0.69 0.14
O 0.29 1.80 0.45
H -1.63 2.42 0.51
H -1.45 -1.14 0.17
H 0.90 -1.69 -1.91
H 0.91 -2.42 -0.23
H 2.10 0.83 0.13
```

Calculated values
**E_LUMO (spin up / spin down)**: 0.91 / 0.91 eV
**Energy relative to the best compared isomer or geometry (same formula, charge and spin)**: 4.555 eV
**HOMO level (spin up / spin down)**: -7.47 / -7.47 eV
**Frontier orbital gap (spin up / spin down)**: 0.308 / 0.308 hartree
**Electronic energy**: -360.502022 hartree
**Maximum force**: 0.0122 Eh/bohr

The following is a DFT calculation (ωB97M-V/def2-TZVPD) of C4H5NO2 in the gas phase.

The geometry in XYZ format:
```
12
Properties=species:S:1:pos:R:3
C 0.04 1.55 -0.39
N -0.59 1.29 0.68
C -0.21 -0.01 1.23
C -0.33 -1.03 0.13
O 0.93 -1.63 -0.28
C 0.39 -0.62 -1.06
O 0.92 0.69 -1.01
H -0.09 2.49 -0.92
H 0.84 0.02 1.53
H -0.81 -0.24 2.12
H -1.24 -1.63 0.06
H 0.15 -0.89 -2.09
```

Calculated values
**E_LUMO**: 1.02 eV
**Energy relative to the best compared isomer or geometry (same formula, charge and spin)**: 2.219 eV
**Structure (SMILES)**: C1=NC[C@@H]2O[C@@H]2O1
**HOMO level**: -10.33 eV
**Frontier orbital gap**: 0.417 hartree
**Electronic energy**: -360.587882 hartree
**Maximum force**: 0.0101 Eh/bohr

The following is a DFT calculation (ωB97M-V/def2-TZVPD) of C4H5NO2 in the gas phase.

The geometry in XYZ format:
```
12
Properties=species:S:1:pos:R:3
O -0.56 -2.69 -1.55
C -0.92 -1.55 -1.46
C -0.31 -0.58 -0.48
N -0.09 -0.88 0.73
C 0.30 0.39 1.37
C 0.65 1.30 0.18
O -0.07 0.68 -0.92
H -1.76 -1.14 -2.06
H 1.13 0.23 2.06
H -0.56 0.75 1.94
H 0.31 2.33 0.27
H 1.72 1.28 -0.05
```

Calculated values
**E_LUMO**: 0.32 eV
**Energy relative to the best compared isomer or geometry (same formula, charge and spin)**: 1.428 eV
**Structure (SMILES)**: O=CC1=NCCO1
**HOMO level**: -9.98 eV
**Frontier orbital gap**: 0.378 hartree
**Electronic energy**: -360.616932 hartree
**Maximum force**: 0.0125 Eh/bohr